{"formula": "C31H28F5N3O2PS4TeTi", "method": "wB97M-V/def2-TZVPD", "e_homo_ev": [-9.89, -9.88], "charge": 1, "multiplicity": 1, "fmax_ev_per_a": 1.13, "relative_energy_ev": 1.371, "lumo_energy_ha": [-0.142, -0.140], "orbital_gap_ev": [6.0, 6.1], "symbols": ["Ti", "O", "N", "C", "C", "C", "C", "C", "C", "C", "P", "C", "C", "C", "C", "C", "C", "C", "C", "C", "C", "C", "C", "H", "H", "H", "H", "H", "H", "H", "H", "H", "H", "H", "H", "H", "H", "H", "H", "O", "C", "S", "C", "C", "S", "S", "S", "F", "C", "F", "C", "F", "F", "F", "N", "C", "C", "C", "N", "C", "C", "H", "H", "H", "H", "H", "H", "C", "Te", "C", "H", "H", "H", "H", "H", "H"], "xyz": [[-0.523, -0.172, -0.227], [0.960, -0.797, 2.816], [1.666, -0.541, 1.647], [2.776, 0.054, 1.817], [3.765, 0.316, 0.763], [5.055, 0.572, 1.240], [6.120, 0.732, 0.376], [5.901, 0.631, -0.991], [4.625, 0.397, -1.468], [3.534, 0.250, -0.610], [1.917, -0.003, -1.487], [2.362, -1.613, -2.244], [2.793, -2.557, -1.304], [3.134, -3.840, -1.690], [3.057, -4.203, -3.031], [2.634, -3.275, -3.966], [2.280, -1.987, -3.577], [2.085, 1.402, -2.645], [1.913, 1.364, -4.024], [2.057, 2.519, -4.781], [2.353, 3.727, -4.169], [2.501, 3.779, -2.788], [2.372, 2.625, -2.033], [1.428, -0.366, 3.550], [3.077, 0.339, 2.828], [5.216, 0.633, 2.310], [7.111, 0.925, 0.763], [6.722, 0.744, -1.687], [4.468, 0.341, -2.539], [2.882, -2.282, -0.258], [3.473, -4.554, -0.950], [3.329, -5.204, -3.341], [2.569, -3.548, -5.011], [1.933, -1.309, -4.335], [1.624, 0.459, -4.528], [1.920, 2.472, -5.853], [2.463, 4.625, -4.763], [2.723, 4.719, -2.298], [2.503, 2.681, -0.958], [-4.249, 4.953, 2.582], [-3.605, 4.081, 2.084], [-4.327, 2.681, 1.240], [-2.816, 1.879, 0.888], [-1.687, 2.469, 1.316], [-0.119, 1.761, 1.087], [-1.827, 3.974, 2.192], [-2.857, 0.368, 0.033], [-2.431, -2.163, -1.348], [-1.313, -1.478, -1.774], [-0.290, -2.421, -1.858], [-1.650, -1.171, -3.249], [-1.921, -2.295, -3.915], [-0.619, -0.565, -3.860], [-2.712, -0.366, -3.336], [-1.355, -5.052, 3.621], [-1.178, -4.005, 2.793], [-0.247, -4.051, 1.741], [-0.116, -2.975, 0.916], [-0.836, -1.832, 1.033], [-1.692, -1.777, 2.084], [-1.893, -2.808, 2.954], [-0.892, -5.927, 3.454], [-2.060, -5.028, 4.335], [0.361, -4.931, 1.571], [0.600, -3.014, 0.111], [-2.227, -0.853, 2.220], [-2.604, -2.689, 3.761], [-3.131, 2.558, -2.539], [-1.062, 2.192, -2.311], [-0.785, 4.075, -1.389], [-3.609, 2.643, -1.568], [-3.575, 1.751, -3.113], [-3.202, 3.495, -3.088], [-0.747, 4.809, -2.191], [0.144, 4.078, -0.828], [-1.626, 4.264, -0.728]]}